Entry 1:
Formula: C31H60Cl4O21
Source: the OMol25 dataset
Level of theory: ωB97M-V/def2-TZVPD

Values from the calculation:
energy = -126205.153 eV
gap between HOMO and LUMO = 10.3 eV
spin multiplicity = 1
net charge = 0
LUMO energy = 0.229 eV
structure (SMILES) = CCOC(=O)OC.CCOC(=O)OC.CCOC(=O)OC.CCOC(=O)OC.CCOC(=O)OC.CCOC(=O)OC.O=C1OCCO1.ClCCCl.ClCCCl

Last column: Löwdin charge in e.
Element x y z (Å)
Cl 1.4357 5.9228 -1.1802  0.56
C -0.2833 6.1976 -1.5676  -0.63
C -1.2250 5.8076 -0.3864  -0.72
Cl -2.9200 5.7617 -0.7954  0.58
H -0.4808 5.5845 -2.4469  0.04
H -0.5326 7.2586 -1.5885  0.07
H -1.0470 6.3672 0.5318  0.08
H -1.0555 4.8068 0.0109  -0.02
Cl -0.1028 2.5960 -3.1556  0.55
C -0.6690 1.3718 -1.9572  -0.62
C -1.2533 1.9863 -0.6859  -0.59
Cl 0.0252 2.5617 0.4452  0.62
H 0.1785 0.7016 -1.8140  0.04
H -1.4551 0.8415 -2.4947  0.03
H -1.8084 1.2772 -0.0716  0.04
H -2.0515 2.7099 -0.8512  0.06
C -5.6472 -0.6513 -4.3975  -0.10
C -5.9846 -0.9359 -2.9591  -0.10
O -5.0729 -0.0865 -2.3080  0.08
C -4.6360 0.8081 -3.1216  -0.61
O -3.9448 1.7774 -2.7499  0.10
O -5.0023 0.6074 -4.3492  0.13
H -6.5382 -0.6857 -5.0243  0.13
H -5.0983 -1.3948 -4.9754  0.13
H -5.8323 -1.9540 -2.6007  0.13
H -6.9550 -0.6149 -2.5806  0.14
C 3.7793 -0.1991 0.4246  -0.03
C 3.4007 0.3263 -1.0274  -0.15
O 4.1631 1.4872 -1.3657  0.03
C 5.4075 1.3123 -1.7754  -0.56
O 6.0782 0.3435 -1.6514  0.15
O 5.7950 2.6024 -2.1688  -0.04
C 7.0983 2.9488 -2.5306  -0.07
H 4.8501 -0.3678 0.5385  0.07
H 3.3471 -1.1739 0.6504  0.05
H 3.5950 0.5058 1.2353  0.07
H 2.3258 0.4771 -1.1268  0.10
H 3.7059 -0.4706 -1.7056  0.11
H 7.7184 2.1204 -2.8731  0.09
H 7.4857 3.3396 -1.5897  0.10
H 7.0901 3.6899 -3.3299  0.09
C -4.0493 -0.5560 1.3530  -0.06
C -5.5871 -0.7583 1.5391  -0.20
O -6.1039 -1.5592 0.4681  -0.01
C -7.4456 -1.9913 0.5841  -0.53
O -8.1946 -1.7529 1.5541  0.09
O -7.7545 -2.7763 -0.3776  0.02
C -9.0045 -3.4244 -0.3314  -0.03
H -3.6758 -1.5796 1.3824  0.07
H -3.6302 0.0569 2.1511  0.07
H -3.7758 -0.2423 0.3456  0.06
H -5.9956 0.2490 1.4576  0.12
H -5.7676 -1.1255 2.5494  0.13
H -9.8134 -2.7520 -0.0455  0.10
H -9.0442 -4.2227 0.4097  0.11
H -9.2581 -3.7905 -1.3263  0.10
C 5.5666 3.7759 6.4411  -0.06
C 4.0781 3.6421 6.1736  -0.19
O 3.7284 3.2676 4.8239  0.04
C 3.6726 4.1190 3.8376  -0.61
O 3.9510 5.2996 3.9189  0.11
O 3.2869 3.4288 2.7606  0.01
C 3.1770 4.0932 1.5215  -0.08
H 6.0551 4.6760 6.0678  0.08
H 6.1130 2.8822 6.1397  0.08
H 5.6231 3.9261 7.5192  0.07
H 3.5024 4.5343 6.4200  0.13
H 3.6849 2.8422 6.8010  0.12
H 2.1291 4.2623 1.2734  0.03
H 3.6865 3.6237 0.6800  0.09
H 3.6320 5.0829 1.4815  0.09
C 5.9307 -4.6891 1.0320  -0.06
C 5.2057 -4.5530 -0.3159  -0.21
O 3.9941 -3.8268 -0.0978  0.00
C 2.9779 -3.8750 -1.0147  -0.47
O 2.9652 -4.5716 -2.0592  0.08
O 2.0484 -2.9154 -0.6869  -0.05
C 0.9189 -2.6317 -1.5296  -0.04
H 6.3671 -3.7783 1.4419  0.08
H 6.7062 -5.4011 0.7494  0.07
H 5.3988 -5.3105 1.7524  0.08
H 4.9296 -5.5575 -0.6366  0.12
H 5.8525 -4.1202 -1.0790  0.13
H 1.2037 -2.3237 -2.5357  0.09
H 0.4223 -1.7238 -1.1873  0.05
H 0.2494 -3.4891 -1.4611  0.10
C -0.2477 -1.3120 1.4269  -0.07
C -0.4483 -0.3736 2.5642  -0.23
O -0.0347 -1.1341 3.6997  0.05
C 0.7385 -0.5225 4.5924  -0.52
O 1.2025 0.6529 4.5504  0.07
O 1.1006 -1.4533 5.4966  0.00
C 1.8575 -1.0046 6.6564  -0.03
H -0.7583 -0.8344 0.5906  0.07
H -0.6464 -2.3163 1.5702  0.09
H 0.8244 -1.5053 1.3924  0.08
H -1.4489 0.0442 2.6760  0.11
H 0.1559 0.4789 2.2538  0.08
H 1.2197 -1.0203 7.5402  0.09
H 2.1698 0.0391 6.6209  0.08
H 2.7531 -1.6052 6.8149  0.09
C -1.3724 -2.3455 -6.4640  -0.06
C -1.4222 -1.9353 -5.0122  -0.18
O -2.5510 -2.5978 -4.3729  0.03
C -2.6844 -2.4004 -3.0412  -0.61
O -2.0189 -1.5985 -2.3992  0.09
O -3.6069 -3.1384 -2.5281  0.02
C -3.6022 -3.3706 -1.1158  -0.01
H -1.0718 -3.3859 -6.5883  0.08
H -0.8072 -1.7290 -7.1630  0.08
H -2.3313 -2.4528 -6.9711  0.07
H -1.4652 -0.8580 -4.8518  0.13
H -0.5319 -2.2745 -4.4826  0.12
H -3.9728 -2.4356 -0.6957  0.06
H -2.6027 -3.5335 -0.7128  0.10
H -4.2374 -4.1066 -0.6229  0.11

Entry 2:
Formula: C3H9NO2
Source: the OMol25 dataset
Level of theory: ωB97M-V/def2-TZVPD

Values from the calculation:
energy = -8837.688 eV
gap between HOMO and LUMO = 9.8 eV
spin multiplicity = 1
net charge = 0
LUMO energy = 0.970 eV
structure (SMILES) = C[C@@H](CO)NO

Last column: Löwdin charge in e.
Element x y z (Å)
C -0.0177 1.4088 0.1700  -0.19
O 1.2986 1.7681 0.5099  -0.08
H 1.9011 1.3757 -0.1356  0.08
H -0.6579 1.6428 1.0211  0.10
H -0.3695 1.9581 -0.7109  0.10
H 0.6067 -0.1882 0.8877  0.17
C -1.6426 -0.7824 0.0696  -0.07
C -0.2501 -0.3372 -0.3192  -0.41
O 1.9704 -0.9572 -0.5070  -0.10
N 0.7468 -1.1849 0.2455  -0.06
H 2.4934 -1.7467 -0.3226  0.09
H -0.1210 -0.2581 -1.4018  0.13
H -1.8516 -1.7536 -0.3779  0.08
H -1.7227 -0.8792 1.1511  0.08
H -2.3838 -0.0660 -0.2799  0.08

Entry 3:
Formula: C3H10NO
Source: the OMol25 dataset
Level of theory: ωB97M-V/def2-TZVPD

Values from the calculation:
energy = -6788.873 eV
gap between HOMO and LUMO (alpha / beta) = 12.0 / 8.5 eV
spin multiplicity = 2
net charge = +2
<S²> = 0.756
LUMO energy (alpha / beta) = -9.849 / -13.778 eV

Last column: Löwdin spin population.
Element x y z (Å)
C 0.0182 -0.0027 -2.3010  0.00
N -0.7667 -0.4769 -1.1386  0.02
H 0.3247 -0.7560 -3.0311  0.00
H 0.9646 0.3883 -1.7334  0.00
H -0.3510 0.9089 -2.8010  0.00
H -1.6982 -0.8491 -1.4557  0.00
H -0.1827 -1.2745 -0.6843  0.00
H -1.0095 0.1042 -0.4019  0.01
C -0.0714 1.3719 1.2097  0.45
C 0.7380 0.2652 1.2476  0.26
O 0.1599 -0.9481 1.4201  0.23
H -1.1296 1.4428 1.3467  0.01
H 0.4972 2.2901 1.0783  0.02
H 1.8746 0.3202 1.3059  0.00
H 0.6884 -1.4574 2.0480  0.00

Entry 4:
Formula: C3H12NO3S
Source: the OMol25 dataset
Level of theory: ωB97M-V/def2-TZVPD

Values from the calculation:
energy = -21765.325 eV
gap between HOMO and LUMO = 9.7 eV
spin multiplicity = 1
net charge = +1
LUMO energy = -3.426 eV

Last column: Löwdin charge in e.
Element x y z (Å)
O 1.8639 1.4593 1.0633  0.05
C 1.0112 1.4402 0.1680  -0.37
C -0.1335 0.5871 0.0327  -0.26
C -0.2651 0.2694 -1.5209  -0.51
S 1.3469 0.3974 -2.1584  0.84
N 0.0461 -0.5383 1.1437  0.25
H 1.1769 2.4068 -0.5771  0.18
H -1.0624 1.0976 0.3458  0.17
H -0.9965 0.8667 -2.0516  0.09
H -0.7321 -0.7603 -1.7054  0.09
H 1.5636 -0.7365 -2.8771  -0.09
H -0.0251 -1.5840 0.7714  0.20
H -0.6185 -0.4124 1.8482  0.07
H 1.0031 -0.5436 1.5165  0.15
H -2.0549 -2.8300 -1.3042  0.04
H -2.4136 -3.0290 0.0730  0.06
O -1.7373 -2.5990 -0.4516  -0.03
H -2.2606 0.3708 4.1020  0.09
H -2.9467 -0.3172 2.8681  0.01
O -2.1493 -0.2227 3.3184  -0.03

Entry 5:
Formula: C26H45IrN3P2
Source: the OMol25 dataset
Level of theory: ωB97M-V/def2-TZVPD

Values from the calculation:
energy = -53558.199 eV
gap between HOMO and LUMO (alpha / beta) = 8.3 / 4.7 eV
spin multiplicity = 6
net charge = +2
<S²> = 8.795
LUMO energy (alpha / beta) = -4.915 / -9.591 eV

Last column: Löwdin spin population.
Element x y z (Å)
Ir -0.1522 -0.0247 0.7514  1.78
C 2.0427 -0.8697 -0.7083  0.37
C 2.0138 0.2526 -1.5546  0.40
C 1.6886 1.0455 0.6089  0.19
C 1.8846 -0.4326 0.6809  0.18
C 1.8470 1.4191 -0.7852  0.37
C 2.4564 -2.2289 -1.1149  0.05
H 2.0086 -2.5375 -2.0698  0.01
H 2.2147 -2.9751 -0.3503  0.00
H 3.5480 -2.2503 -1.2709  0.02
C 2.5626 -1.0681 1.8589  0.03
H 2.7260 -2.1375 1.6958  0.00
H 1.9769 -0.9409 2.7733  0.00
H 3.5418 -0.5984 2.0283  0.01
C 1.9652 1.9620 1.7536  0.03
H 3.0123 2.2810 1.7070  0.01
H 1.8117 1.4588 2.7121  0.00
H 1.3334 2.8577 1.7209  0.01
C 2.0572 2.7992 -1.2694  0.05
H 3.1292 2.9792 -1.4440  0.02
H 1.7224 3.5363 -0.5327  0.00
H 1.5394 2.9769 -2.2218  0.01
C 2.3319 0.2203 -3.0081  0.05
H 3.4117 0.1084 -3.1844  0.02
H 2.0192 1.1413 -3.5066  0.00
H 1.8353 -0.6250 -3.5078  0.01
C -2.1008 -0.5380 -2.7891  0.02
C -0.9314 -0.9211 -3.3282  0.01
C -0.6232 -0.8005 -4.7905  0.00
C -0.2865 0.6211 -5.3393  0.00
C -0.4139 1.7776 -4.3816  0.00
C -1.5849 2.1602 -3.8537  0.00
C -2.8936 1.5062 -4.2188  0.00
C -3.1931 0.1019 -3.5986  0.00
H -1.4556 -1.2143 -5.3897  0.00
H -0.9172 0.7728 -6.2308  0.00
H 0.2423 -1.4548 -4.9951  0.00
H -3.4920 -0.5705 -4.4262  0.00
H -2.3467 -0.7518 -1.7409  0.00
H -0.1648 -1.4174 -2.7175  0.00
H -4.0814 0.1981 -2.9518  0.00
H -3.7013 2.1823 -3.8938  0.00
H -1.6535 3.0229 -3.1826  0.00
H -2.9960 1.4054 -5.3124  0.00
H 0.7533 0.5983 -5.6972  0.00
H 0.4987 2.3508 -4.1935  0.00
P -0.9501 -2.1687 0.6530  0.17
C -0.0813 -3.2716 1.8485  0.02
H -0.7148 -4.1521 2.0242  0.00
H 0.0938 -2.7639 2.8065  0.00
H 0.8790 -3.6048 1.4327  0.00
C -2.6855 -2.1251 1.2050  0.05
H -2.9643 -3.1232 1.5646  0.01
H -3.3337 -1.8531 0.3649  0.00
H -2.7988 -1.3993 2.0196  0.00
C -0.9350 -3.1674 -0.8559  0.02
H -1.5665 -2.7103 -1.6208  0.00
H -1.3103 -4.1764 -0.6395  0.00
H 0.0847 -3.2521 -1.2448  0.00
P -1.6044 1.7239 0.6951  0.17
C -1.0331 3.1633 -0.2602  0.02
H -1.8589 3.8821 -0.3822  0.00
H -0.6952 2.8362 -1.2514  0.00
H -0.2098 3.6677 0.2632  0.00
C -3.1776 1.3266 -0.1094  0.05
H -3.0830 1.4726 -1.1957  0.00
H -3.9557 1.9950 0.2848  0.01
H -3.4539 0.2846 0.0912  0.00
C -1.9556 2.4053 2.3542  0.02
H -2.6314 3.2652 2.2698  0.00
H -1.0165 2.7265 2.8248  0.00
H -2.4127 1.6281 2.9802  0.00
N -0.4927 -0.1231 2.7016  0.30
C -0.1851 -0.2816 3.8394  0.05
N -0.1930 -0.3315 5.1096  0.23
C 0.7654 -0.7921 5.8876  0.01
N 1.5728 -1.1953 6.6412  0.18

Entry 6:
Formula: C3H4N2O
Source: the OMol25 dataset
Level of theory: ωB97M-V/def2-TZVPD

Values from the calculation:
energy = -8200.896 eV
gap between HOMO and LUMO = 9.7 eV
spin multiplicity = 1
net charge = 0
LUMO energy = 0.284 eV

Last column: Löwdin charge in e.
Element x y z (Å)
C 1.0420 0.7896 -0.4279  0.00
N -0.7484 -1.7990 -0.0028  0.09
C 0.0026 0.4266 0.5657  -0.31
C -1.4116 -0.7670 -0.3022  -0.50
O -0.1155 0.4802 1.7263  0.19
N -1.6458 0.3763 -0.5133  0.16
H -0.9946 -2.2029 0.8985  0.06
H 2.0125 0.7287 0.0692  0.10
H 0.9918 0.1399 -1.2954  0.10
H 0.8669 1.8275 -0.7181  0.11

Entry 7:
Formula: NO4S
Source: the OMol25 dataset
Level of theory: ωB97M-V/def2-TZVPD

Values from the calculation:
energy = -20513.387 eV
gap between HOMO and LUMO = 3.6 eV
spin multiplicity = 1
net charge = -1
LUMO energy = 0.997 eV

Last column: Löwdin charge in e.
Element x y z (Å)
N -2.8389 -0.0244 -0.4061  -0.46
O 2.5645 -0.9549 0.3721  -0.44
O -3.4151 0.5982 0.4999  -0.26
O -2.3494 -1.1385 -0.1807  -0.26
O 3.5852 1.2169 0.0255  -0.49
S 2.4536 0.3027 -0.3108  0.91

Entry 8:
Formula: C30H50Cl8IN2O5
Source: the OMol25 dataset
Level of theory: ωB97M-V/def2-TZVPD

Values from the calculation:
energy = -153413.608 eV
gap between HOMO and LUMO = 8.4 eV
spin multiplicity = 1
net charge = +1
LUMO energy = -3.640 eV

Last column: Löwdin charge in e.
Element x y z (Å)
C 5.9693 -0.0902 4.0246  -0.09
C 7.2163 0.0218 3.1313  -0.13
C 7.2171 -0.7937 1.8542  -0.47
O 8.1973 -0.8397 1.1747  0.15
O 6.1031 -1.4988 1.4561  -0.01
C 4.9521 -0.7113 1.1551  -0.18
C 4.4576 -1.0395 -0.2667  -0.07
C 2.9539 -0.8366 -0.3530  -0.07
C 2.0781 -1.9397 -0.4495  -0.08
C 2.7070 -3.3085 -0.4878  -0.11
C 3.3563 -3.6483 0.8572  -0.22
O 3.0236 -3.1400 1.8926  0.08
C 0.6832 -1.7390 -0.4727  -0.16
C -0.2688 -2.9077 -0.5970  -0.58
I -0.0278 -3.6654 -2.6358  0.97
C -0.1379 -3.9623 0.5365  -0.25
C -0.2125 -5.4329 0.1117  -0.19
C 0.2060 -0.4348 -0.3889  -0.09
C -1.2828 -0.1963 -0.3502  -0.08
C -1.8497 0.1087 -1.7560  -0.13
O -2.9944 0.9512 -1.6851  0.00
C -3.9551 0.4440 -0.8445  -0.48
O -4.3021 -0.7010 -0.9235  0.14
C -4.5547 1.3837 0.1797  -0.14
C -3.9231 1.1986 1.5663  -0.10
N 1.0597 0.6130 -0.3527  0.07
C 0.5564 2.0058 -0.3533  -0.15
N 0.6908 2.5716 -1.7076  0.06
C 2.4055 0.4438 -0.3302  -0.13
C 3.3175 1.6449 -0.2639  0.02
H 5.1203 0.3629 3.5035  0.05
H 6.0763 0.4872 4.9406  0.08
H 5.6762 -1.1173 4.2371  0.09
H 7.3085 1.0672 2.8249  0.13
H 8.0996 -0.1954 3.7277  0.13
H 5.2237 0.3444 1.2044  0.12
H 4.1747 -0.9111 1.8950  0.12
H 4.7434 -2.0509 -0.5260  0.11
H 4.9664 -0.3917 -0.9809  0.13
H 2.0163 -4.1150 -0.7161  0.06
H 3.5022 -3.3360 -1.2330  0.13
H 4.1699 -4.3945 0.8583  0.15
H -1.3048 -2.6014 -0.5987  0.05
H -0.9535 -3.8234 1.2502  0.12
H 0.7738 -3.8078 1.1105  0.08
H 0.6747 -5.7759 -0.4227  0.06
H -0.3043 -6.0812 0.9863  0.08
H -1.1016 -5.6190 -0.4883  -0.03
H -1.5315 0.6529 0.2858  0.10
H -1.7840 -1.0352 0.1181  0.12
H -1.1176 0.6474 -2.3542  0.12
H -2.1162 -0.8375 -2.2334  0.12
H -4.4191 2.4091 -0.1680  0.06
H -5.6279 1.2104 0.2211  0.12
H -4.6196 1.4267 2.3682  0.05
H -3.5660 0.1779 1.7218  0.07
H -3.0518 1.8493 1.6887  0.06
H 1.0815 2.5991 0.3926  0.14
H -0.4985 2.0439 -0.1098  0.10
H 1.1373 1.9182 -2.3378  0.09
H 1.2440 3.4172 -1.6976  0.07
H 4.2740 1.4420 -0.7351  0.09
H 3.5311 1.8462 0.7891  0.11
H 2.9108 2.5290 -0.7366  0.07
Cl -1.1229 7.4744 -1.0814  0.56
C -1.0396 5.9917 -2.0675  -0.67
C -2.3627 5.2825 -2.1553  -0.69
Cl -2.8539 4.5724 -0.5891  0.58
H -0.2787 5.3494 -1.6391  0.04
H -0.7219 6.2887 -3.0661  0.07
H -2.2978 4.4637 -2.8659  0.01
H -3.1492 5.9549 -2.4739  0.02
Cl -4.0615 -5.2703 0.0335  0.55
C -4.6341 -6.9313 -0.2883  -0.65
C -3.5790 -7.9603 0.0241  -0.64
Cl -2.2113 -7.8703 -1.1159  0.58
H -4.9443 -6.9817 -1.3286  0.07
H -5.5057 -7.0953 0.3426  0.08
H -3.9992 -8.9609 -0.0588  0.08
H -3.1857 -7.8339 1.0298  0.07
Cl -3.5606 0.3962 5.0929  0.56
C -2.3404 1.5726 5.6449  -0.66
C -2.9506 2.9112 5.9709  -0.66
Cl -3.5400 3.7450 4.5092  0.55
H -1.5849 1.6629 4.8680  0.06
H -1.8739 1.1525 6.5344  0.07
H -2.1998 3.5561 6.4244  0.07
H -3.7844 2.8113 6.6607  0.07
Cl -4.0769 5.6700 -4.9938  0.60
C -2.8681 5.8108 -6.2998  -0.64
C -2.2600 4.4817 -6.6687  -0.64
Cl -1.2103 3.8334 -5.3756  0.55
H -2.1094 6.5206 -5.9792  0.07
H -3.3851 6.2254 -7.1632  0.08
H -1.6344 4.5987 -7.5516  0.08
H -3.0240 3.7384 -6.8804  0.07

- spin multiplicity of number 8 (C30H50Cl8IN2O5)?
  1

- The lowest energy belongs to which entry?
  C30H50Cl8IN2O5